Entry from the OMol25 dataset: C4H3FeO6 as an isolated structure at a distorted geometry (ωB97M-V with the def2-TZVPD basis set).

Element x y z (Å)
C -0.89 0.35 1.22
C 0.56 0.36 1.11
O 1.06 -0.56 0.22
C 2.39 -0.53 -0.33
O 3.27 0.06 0.23
O 2.33 -1.23 -1.39
H -1.28 -0.67 1.29
H 1.22 1.18 1.39
H -1.20 0.95 2.09
O -1.69 1.00 0.01
O -2.74 0.94 -1.89
O -1.39 -0.75 -1.38
C -1.96 0.37 -1.14
Fe 0.33 -1.46 -1.43

Properties
ΔE to the lowest compared entry with this formula, charge and spin in eV: 0.000
2S+1: 7
Orbital gap (spin up / spin down) in eV: 7.29 / 5.46
Charge: +1

---

Entry from the OMol25 dataset: one molecule with the formula C4H3I at a distorted geometry (ωB97M-V with the def2-TZVPD basis set).

Element x y z (Å)
I -0.86 -3.36 -0.02
C -0.02 -1.03 0.00
C 0.71 -0.28 0.75
C 0.59 1.04 -0.05
C -0.64 0.24 -0.23
H 0.71 2.03 0.37
H 1.19 0.99 -1.04
H -1.69 0.36 0.22

Properties
SMILES: IC1=C2C[C@@H]12
ΔE to the lowest compared entry with this formula, charge and spin in eV: 3.238
2S+1: 1
Orbital gap in eV: 7.55
Charge: 0

---

Entry from the OMol25 dataset: a 2-piece molecular cluster, C4H3I overall at a distorted geometry (ωB97M-V with the def2-TZVPD basis set).

Element x y z (Å)
C -0.95 -2.21 1.29
C -1.01 -1.33 0.44
C 0.68 0.36 0.57
C -0.24 -0.27 -0.24
I -0.28 2.44 -2.66
H 1.32 1.24 0.32
H 0.73 -0.11 1.53
H -0.26 -0.11 -1.25

Properties
ΔE to the lowest compared entry with this formula, charge and spin in eV: 4.385
2S+1: 1
Orbital gap (spin up / spin down) in eV: 6.53 / 7.18
Charge: 0

---

Entry from the OMol25 dataset: one molecule with the formula C4H3I at a distorted geometry (ωB97M-V with the def2-TZVPD basis set).

Element x y z (Å)
I 2.61 -1.94 0.32
C 0.94 -0.80 0.76
C -0.48 -1.13 0.23
C -1.00 0.03 -0.08
C 0.65 0.15 -0.33
H 0.83 -0.30 1.79
H -1.89 0.54 -0.43
H 1.03 0.05 -1.30

Properties
SMILES: I[C@@H]1C2=C[C@H]21
ΔE to the lowest compared entry with this formula, charge and spin in eV: 2.815
2S+1: 1
Orbital gap in eV: 8.93
Charge: 0

---

Entry from the OMol25 dataset: an isolated ion of composition C4H3INO2S and charge -1 at a distorted geometry (ωB97M-V with the def2-TZVPD basis set).

Element x y z (Å)
C -1.12 0.47 -0.46
C -1.14 1.03 1.73
C 0.51 0.26 -0.25
C 0.85 -1.17 -0.72
N -1.83 0.79 0.64
O -1.53 0.23 -1.57
O -1.37 1.31 2.88
S 0.68 0.61 1.49
I 3.00 -1.43 -1.10
H 0.91 1.11 -0.90
H 0.29 -1.12 -1.72
H 0.75 -2.07 -0.03

Properties
2S+1: 3
Orbital gap (spin up / spin down) in eV: 3.89 / 4.02
Charge: -1

---

Entry from the OMol25 dataset: a 2-piece molecular cluster, C4H3IO overall at a distorted geometry (ωB97M-V with the def2-TZVPD basis set).

Element x y z (Å)
C -2.00 2.08 0.10
C -1.22 1.17 0.07
C -0.53 -0.16 0.10
C 1.57 -1.29 -0.19
O -1.16 -1.13 0.38
I 3.17 0.04 -0.08
H -2.65 2.90 0.14
H 1.43 -1.93 0.66
H 1.39 -1.69 -1.17

Properties
ΔE to the lowest compared entry with this formula, charge and spin in eV: 3.039
2S+1: 1
Orbital gap (spin up / spin down) in eV: 8.25 / 7.94
Charge: 0

---

Entry from the OMol25 dataset: one molecule with the formula C4H3IOS at a distorted geometry (ωB97M-V with the def2-TZVPD basis set).

Element x y z (Å)
O 1.95 -2.84 -0.41
C 1.33 -2.03 0.14
C 0.54 -1.14 0.69
C 0.00 -0.06 -0.11
C 0.61 0.47 -1.18
S 2.23 0.07 -1.71
I 3.55 0.26 0.30
H 0.29 -1.20 1.74
H -0.94 0.35 0.21
H 0.12 1.20 -1.81

Properties
SMILES: O=C=C/C=C\SI
ΔE to the lowest compared entry with this formula, charge and spin in eV: 0.391
2S+1: 1
Orbital gap in eV: 7.55
Charge: 0

---

Entry from the OMol25 dataset: C4H3Li2O2Zn as an isolated structure at a distorted geometry (ωB97M-V with the def2-TZVPD basis set).

Element x y z (Å)
C -0.97 -0.11 -0.83
O -0.91 1.23 -0.74
Li -0.32 1.10 -2.90
Li -1.41 1.03 1.29
H -1.03 -1.08 -1.58
C -0.54 -1.03 0.11
C 0.07 -0.52 1.37
C 1.32 -0.03 1.38
O 2.18 0.09 0.29
Zn 0.97 0.90 -0.89
H -1.15 -1.94 0.19
H 1.78 0.36 2.30

Properties
ΔE to the lowest compared entry with this formula, charge and spin in eV: 1.697
2S+1: 1
Orbital gap (spin up / spin down) in eV: 7.90 / 5.67
Charge: +1

---

Entry from the OMol25 dataset: C4H3Li2O2Zn as an isolated structure at a distorted geometry (ωB97M-V with the def2-TZVPD basis set).

Element x y z (Å)
O -2.94 0.69 0.70
C -1.69 0.15 0.65
C -0.74 0.48 -0.24
Zn -3.96 1.18 1.80
Li -0.23 0.52 -2.18
H -1.46 -0.48 1.53
C 1.71 0.15 -0.69
C 0.54 -0.26 -0.13
O 2.88 -0.45 -0.63
H 1.71 1.12 -1.23
H 0.58 -1.22 0.42
Li 3.61 -1.89 0.00

Properties
ΔE to the lowest compared entry with this formula, charge and spin in eV: 0.000
2S+1: 1
Orbital gap (spin up / spin down) in eV: 7.63 / 5.77
Charge: +1

---

Entry from the OMol25 dataset: C4H3LiMgO6 as an isolated structure at a distorted geometry (ωB97M-V with the def2-TZVPD basis set).

Element x y z (Å)
O -2.71 2.86 0.25
C -2.20 1.76 0.58
O -2.83 0.84 1.15
O -0.90 1.60 0.24
C -0.21 0.45 0.62
O 1.47 -1.09 0.14
C 2.64 -1.33 -0.53
C 0.59 -0.13 -0.32
O 2.85 -0.80 -1.62
O 3.22 -2.37 -0.10
Li -4.36 2.07 0.96
Mg 4.55 -3.50 -1.14
H -0.71 -0.15 1.38
H 0.94 0.46 -1.17
H -0.50 -1.07 -2.05

Properties
ΔE to the lowest compared entry with this formula, charge and spin in eV: 0.197
2S+1: 2
Orbital gap (spin up / spin down) in eV: 2.49 / 2.49
Charge: -1

---

Entry from the OMol25 dataset: a 2-piece molecular cluster, C4H3N2O3 overall at a distorted geometry (ωB97M-V with the def2-TZVPD basis set).

Element x y z (Å)
C -0.93 -0.50 -0.95
C -2.16 -0.98 -0.92
C -2.43 -1.11 1.58
C 2.15 0.73 0.02
N 0.95 0.53 -0.12
N -0.15 -0.07 0.00
O -3.22 -1.34 -1.05
O -2.62 -1.06 2.68
O 2.53 2.01 0.21
H -0.58 -0.37 -1.94
H 2.98 -0.02 0.16
H 3.49 2.18 0.33

Properties
ΔE to the lowest compared entry with this formula, charge and spin in eV: 1.394
2S+1: 1
Orbital gap in eV: 8.89
Charge: +1

---

Entry from the OMol25 dataset: C4H3N2O3S2 as an isolated structure at a distorted geometry (ωB97M-V with the def2-TZVPD basis set).

Element x y z (Å)
C -0.04 1.14 -0.25
C 1.27 0.32 0.01
C -1.75 0.12 1.17
C 1.24 -0.88 -0.69
N -0.73 0.52 -1.39
N 2.31 0.73 0.61
O -0.97 1.14 0.87
O -1.03 -1.94 -1.88
O -1.53 -1.09 0.67
S -2.96 0.38 2.23
S -0.49 -0.95 -1.04
H -0.09 2.29 -0.37
H 1.74 -1.85 -0.55
H 3.03 0.06 0.62

Properties
ΔE to the lowest compared entry with this formula, charge and spin in eV: 2.504
2S+1: 1
Orbital gap in eV: 7.89
Charge: -1

---

Entry from the OMol25 dataset: a 2-piece molecular cluster, C4H3N2O4 overall at a distorted geometry (ωB97M-V with the def2-TZVPD basis set).

Element x y z (Å)
C 2.36 0.10 0.67
C 0.89 0.18 0.94
C -0.09 -1.37 -0.38
C -2.59 0.88 -1.65
N 1.68 0.41 -0.35
N 0.23 -1.28 0.78
O -3.48 0.88 -2.33
O -0.36 -1.47 -1.52
O -1.70 0.83 -0.93
O 0.08 1.13 1.32
H 3.42 -0.08 1.01
H 0.22 -1.66 1.75
H -0.64 1.45 0.68

Properties
ΔE to the lowest compared entry with this formula, charge and spin in eV: 0.306
2S+1: 1
Orbital gap in eV: 10.18
Charge: +1

---

Entry from the OMol25 dataset: one molecule with the formula C4H3N3 at a distorted geometry (ωB97M-V with the def2-TZVPD basis set).

Element x y z (Å)
N 3.25 -0.13 0.16
C 2.14 -0.46 0.11
C 0.72 -0.47 0.03
N -0.19 -1.41 0.15
C -1.39 -0.74 0.06
C -1.19 0.61 -0.10
N 0.16 0.77 -0.13
H -2.34 -1.25 0.13
H -1.85 1.45 -0.19
H 0.68 1.63 -0.21

Properties
SMILES: N#Cc1ncc[nH]1
ΔE to the lowest compared entry with this formula, charge and spin in eV: 0.118
2S+1: 1
Orbital gap in eV: 10.17
Charge: 0

---

Entry from the OMol25 dataset: one molecule with the formula C4H3N3 at a distorted geometry (ωB97M-V with the def2-TZVPD basis set).

Element x y z (Å)
C 2.50 -0.39 0.04
C 1.35 -0.04 0.21
C -0.03 0.01 0.17
C -0.80 1.10 -0.13
N -2.08 0.65 -0.18
N -2.13 -0.62 0.07
N -0.88 -1.04 0.28
H 3.23 0.22 -0.74
H -0.54 2.15 -0.21
H -0.70 -2.02 0.47

Properties
SMILES: C#Cc1cnn[nH]1
ΔE to the lowest compared entry with this formula, charge and spin in eV: 3.744
2S+1: 1
Orbital gap in eV: 9.63
Charge: 0

---

Entry from the OMol25 dataset: one molecule with the formula C4H3N3 (ωB97M-V with the def2-TZVPD basis set).

Element x y z (Å)
N 1.16 2.34 -0.49
C 0.85 1.23 -0.48
C -1.74 -0.32 0.59
N -0.71 -0.76 1.53
C 0.43 -0.71 0.97
C 0.37 -0.16 -0.44
N -1.09 -0.13 -0.55
H 1.35 -1.05 1.44
H 0.90 -0.74 -1.21
H -1.54 0.23 -1.38

Properties
ΔE to the lowest compared entry with this formula, charge and spin in eV: 2.764
2S+1: 1
Orbital gap in eV: 9.06
Charge: 0

---

Entry from the OMol25 dataset: one molecule with the formula C4H3N3 at a distorted geometry (ωB97M-V with the def2-TZVPD basis set).

Element x y z (Å)
N 0.41 -1.96 -2.03
C 0.34 -0.81 -1.46
C 0.20 0.17 -0.32
C 1.28 0.54 0.67
N 1.70 1.09 1.64
C -1.24 0.26 -0.15
N -1.77 0.47 1.20
H -2.04 -0.12 -0.83
H -1.27 0.83 1.97
H -2.62 1.17 0.77

Properties
SMILES: N#CC(C#N)=CN
ΔE to the lowest compared entry with this formula, charge and spin in eV: 4.022
2S+1: 1
Orbital gap in eV: 8.91
Charge: 0

---

Entry from the OMol25 dataset: one molecule with the formula C4H3N3O at a distorted geometry (ωB97M-V with the def2-TZVPD basis set).

Element x y z (Å)
C -1.36 -1.09 0.00
O -2.07 0.02 0.07
C -1.33 1.06 -0.13
C 0.01 0.76 -0.11
N 1.39 0.95 0.01
N 2.16 -0.20 0.04
N 1.29 -1.09 -0.01
C 0.04 -0.67 -0.02
H -1.80 -2.05 0.08
H -1.68 2.13 0.41
H 1.95 1.82 0.22

Properties
SMILES: c1occ2[nH]nnc12
ΔE to the lowest compared entry with this formula, charge and spin in eV: 3.729
2S+1: 1
Orbital gap in eV: 8.82
Charge: 0

---

Entry from the OMol25 dataset: one molecule with the formula C4H3N3O at a distorted geometry (ωB97M-V with the def2-TZVPD basis set).

Element x y z (Å)
N -2.42 1.54 0.33
C -2.04 0.54 -0.12
C -1.52 -0.68 -0.74
N -0.50 -1.30 -0.24
N 0.06 -0.93 0.92
C 1.14 -0.23 0.86
C 1.81 0.20 -0.43
O 2.83 0.87 -0.41
H -1.99 -1.09 -1.64
H 1.60 0.08 1.79
H 1.39 -0.15 -1.42

Properties
SMILES: N#C/C=N\N=C/C=O
ΔE to the lowest compared entry with this formula, charge and spin in eV: 2.282
2S+1: 1
Orbital gap in eV: 9.28
Charge: 0

---

Entry from the OMol25 dataset: one molecule with the formula C4H3N3O at a distorted geometry (ωB97M-V with the def2-TZVPD basis set).

Element x y z (Å)
C -0.52 -0.49 -1.60
C -0.11 -1.26 -0.60
C -0.19 -0.12 0.51
N 0.41 0.24 1.62
N 0.60 1.58 1.75
N 0.50 2.01 0.56
C -0.02 1.09 -0.23
O -0.27 0.79 -1.58
H -0.62 -1.09 -2.59
H -0.26 -2.30 -0.26
H 0.47 -0.45 2.42

Properties
SMILES: c1cc2[nH]nnc2o1
ΔE to the lowest compared entry with this formula, charge and spin in eV: 3.647
2S+1: 1
Orbital gap in eV: 9.99
Charge: 0